Model one:
Density functional theory data (wB97M-V/def2-TZVPD) for C6H12N2 as an isolated structure.

Cartesian coordinates (Å):
1 C -0.07392 -0.95850 2.15127
2 C 1.53291 -1.95602 0.59987
3 C -0.59443 0.45234 -0.82034
4 C -2.04250 -0.12606 -0.77250
5 C -0.24604 1.78725 -1.44802
6 C 0.74668 2.58723 -0.98575
7 H -0.16743 -1.86994 2.82393
8 H 0.70690 -0.26347 2.51877
9 H -0.83884 -0.21279 2.04467
10 H 2.52627 -1.05344 0.72661
11 H 1.80164 -2.71716 1.46351
12 H 1.55819 -2.58670 -0.47166
13 H -2.46082 0.33346 -1.82384
14 H -2.63706 0.31449 0.08398
15 H -1.99284 -1.25172 -0.83874
16 H -1.16238 2.18253 -2.10825
17 H 1.46747 2.17242 -0.26369
18 H 0.81358 3.48242 -1.37591
19 N 0.17989 -1.28377 0.76774
20 N 0.45571 -0.03731 -0.07154

Calculated values
HOMO-LUMO gap (eV): 8.76
Highest occupied orbital energy (eV): -8.4

=====

Model two:
Density functional theory data (wB97M-V/def2-TZVPD) for a 2-piece molecular cluster, C6H12N2 overall.

Cartesian coordinates (Å):
1 C 1.64925 1.95008 -1.88509
2 C 1.65269 1.42822 1.66076
3 C 1.33634 1.78395 -0.43130
4 C 0.08800 1.87567 0.17458
5 N 2.30167 1.68035 0.54122
6 N 0.31959 1.67259 1.51820
7 H 2.24485 1.33471 2.55923
8 H -0.28401 1.21127 2.17476
9 H -0.85040 2.28010 -0.15856
10 H 2.72372 1.88833 -2.02569
11 H 1.17078 2.89293 -2.14809
12 H 1.32004 1.07532 -2.45727
13 C -1.48254 -2.81244 -0.59646
14 C -1.88207 -2.40045 0.77525
15 H -2.33109 -3.19249 -1.19626
16 H -1.05087 -2.07490 -1.26813
17 H -0.89989 -3.73302 -0.67240
18 H -2.80557 -1.82080 0.69895
19 H -2.17867 -3.16299 1.49762
20 H -1.04181 -1.87643 1.23867

Calculated values
SMILES: Cc1c[nH]cn1.CC
HOMO-LUMO gap (eV): 9.35
Highest occupied orbital energy (eV): -8.5

=====

How far above the most stable structure does each one sit? In hartree: model one 0.1629; model two 0.0000.

=====

Model one:
Density functional theory data (wB97M-V/def2-TZVPD) for one molecule with the formula C6H12N2.

Cartesian coordinates (Å):
1 C -1.91915 0.46705 -1.14486
2 C 2.41292 -0.72559 -0.45332
3 N 0.05274 -0.61012 0.28388
4 C -1.41667 0.08878 0.21349
5 C 0.96912 0.20755 -0.26350
6 N 0.31598 -1.29325 1.46038
7 C -2.13841 0.17302 1.32177
8 C 0.99023 1.45264 -0.70912
9 H 0.65730 -2.22618 1.25774
10 H 0.94894 -0.80843 2.09059
11 H -1.87303 1.54307 -1.31216
12 H -1.32139 -0.00654 -1.92166
13 H -2.96049 0.15632 -1.25514
14 H 2.98629 -0.26891 -1.25317
15 H 2.18739 -1.75812 -0.71021
16 H 2.96523 -0.67552 0.48415
17 H -1.73556 -0.08560 2.28759
18 H 0.19995 2.14823 -0.48596
19 H -3.20053 0.37397 1.28159
20 H 1.87915 1.84761 -1.17207

Calculated values
SMILES: C=C(C)N(N)C(=C)C
HOMO-LUMO gap (eV): 9.15
Highest occupied orbital energy (eV): -8.1

=====

Model two:
Density functional theory data (wB97M-V/def2-TZVPD) for one molecule with the formula C6H12N2.

Cartesian coordinates (Å):
1 C -0.37689 2.42090 -0.09443
2 C -2.22339 -0.50622 0.27272
3 C 0.81994 -2.13146 0.21042
4 C -0.10539 0.96422 -0.21342
5 C -0.82829 -0.17152 -0.11793
6 N 2.27558 0.37508 0.04514
7 C 0.26265 -1.03623 -0.64886
8 N 1.09803 0.41585 -0.71867
9 H 2.10308 0.46610 1.04706
10 H 2.89322 1.11398 -0.27325
11 H 0.20846 -1.30062 -1.70442
12 H 0.24101 2.87489 0.68383
13 H -0.14029 2.91874 -1.03653
14 H -1.42441 2.59606 0.14328
15 H -2.74850 0.38572 0.61095
16 H -2.23362 -1.23552 1.08541
17 H -2.77106 -0.93967 -0.56650
18 H 0.65454 -1.93938 1.26999
19 H 0.39189 -3.09751 -0.05151
20 H 1.90344 -2.17340 0.05673

Calculated values
SMILES: CC1=C(C)N(N)[C@H]1C
HOMO-LUMO gap (eV): 8.91
Highest occupied orbital energy (eV): -7.9

=====

Model three:
Density functional theory data (wB97M-V/def2-TZVPD) for one molecule with the formula C6H12N2.

Cartesian coordinates (Å):
1 C -1.12579 2.02935 -0.59077
2 C -2.06008 -0.86338 -0.20300
3 C -0.33721 0.98980 0.17016
4 C -0.70508 -0.33389 0.18463
5 N 0.57976 1.52950 1.07244
6 N 2.69168 -1.77208 -0.06731
7 C 0.34121 -1.30606 0.38780
8 C 1.52218 -1.07102 -0.23555
9 H 1.14173 2.28719 0.69878
10 H 1.13321 0.83266 1.56232
11 H 3.53241 -1.31853 -0.40983
12 H 2.74598 -2.33914 0.77074
13 H 0.16841 -2.17712 1.01530
14 H 1.58885 -0.38206 -1.07835
15 H -1.59619 1.61008 -1.48457
16 H -0.45091 2.82105 -0.93844
17 H -1.89752 2.49049 0.03011
18 H -2.74616 -0.76294 0.64698
19 H -2.02566 -1.92299 -0.47592
20 H -2.50083 -0.34090 -1.05551

Calculated values
SMILES: C/C(N)=C(C)/C=C/N
HOMO-LUMO gap (eV): 7.60
Highest occupied orbital energy (eV): -6.6

=====

How far above the most stable structure does each one sit? In hartree: model one 0.0709; model two 0.0420; model three 0.0000.

=====

Model one:
Density functional theory data (wB97M-V/def2-TZVPD) for a 3-piece molecular cluster, C6H12N2 overall.

Cartesian coordinates (Å):
1 C 0.09928 -0.20827 -0.24317
2 C 0.41050 0.01931 -1.69991
3 N -0.43656 0.71962 0.58298
4 N -0.95185 1.80178 0.06889
5 C 1.75919 0.92978 0.73130
6 C -1.83066 -1.02743 -0.31742
7 C 2.46052 0.19284 1.57251
8 C -2.06340 -2.04166 0.49272
9 H 0.47660 -1.08281 0.26083
10 H -0.75112 2.12015 -0.87260
11 H -1.41120 2.42033 0.71706
12 H 2.06474 1.92989 0.42068
13 H -2.54637 -0.67504 -1.06039
14 H 1.08326 0.86782 -1.84152
15 H 0.89528 -0.86465 -2.10942
16 H -0.50276 0.19591 -2.27230
17 H 2.12160 -0.79650 1.88018
18 H 3.40605 0.51260 2.01008
19 H -1.33767 -2.33475 1.25197
20 H -2.94542 -2.67893 0.42753

Calculated values
HOMO-LUMO gap (alpha / beta) (eV): 7.48 / 7.24
Highest occupied orbital energy (alpha / beta) (eV): -6.8 / -6.6

=====

Model two:
Density functional theory data (wB97M-V/def2-TZVPD) for a 2-piece molecular cluster, C6H12N2 overall.

Cartesian coordinates (Å):
1 C 0.83133 0.89837 -0.21355
2 C -2.32767 -0.92488 0.55706
3 C 0.72725 0.63887 -1.68744
4 C -0.15023 1.79389 0.48308
5 C -0.91957 -1.00412 0.07477
6 C 1.18042 -1.83088 0.46502
7 N -0.14692 -1.95828 0.33548
8 N 1.61208 -0.70805 0.97938
9 H 1.84249 1.19718 0.04386
10 H 2.62999 -0.64999 0.96178
11 H 1.80765 -2.64943 0.12235
12 H -2.99980 -0.61348 -0.24468
13 H -2.36605 -0.13774 1.31760
14 H -2.68548 -1.85716 1.00640
15 H 0.17363 2.84217 0.40255
16 H -1.15179 1.70546 0.06445
17 H 1.30244 1.38932 -2.25127
18 H -0.31062 0.64359 -2.01756
19 H 1.14702 -0.33643 -1.94822
20 H -0.19617 1.56158 1.54894

Calculated values
HOMO-LUMO gap (alpha / beta) (eV): 7.43 / 7.42
Highest occupied orbital energy (alpha / beta) (eV): -6.8 / -6.8

=====

How far above the most stable structure does each one sit? In hartree: model one 0.1243; model two 0.0000.